[1]
C5H9MgO4Pb | ωB97M-V/def2-TZVPD

Properties
E_LUMO (spin up / spin down): -0.22 / -0.91 eV
spin multiplicity: 2
⟨S²⟩: 0.770
energy relative to the best compared isomer or geometry (same formula, charge and spin): 446.3 kJ/mol

Structure (XYZ):
```
20
Properties=species:S:1:pos:R:3:forces:R:3:mulliken_spin:R:1
O 1.584156 -0.209274 -0.547503 1.6 -5.4 4.3 0.035
C 1.877373 -0.403318 0.795403 0.0 -1.3 0.8 0.012
C 0.587333 -0.314011 1.594618 0.7 0.2 0.4 0.017
O -0.327485 -1.196172 0.949186 -1.2 0.2 0.4 -0.066
C -0.508881 -2.453865 1.582493 0.2 -0.5 0.4 0.026
Mg -1.149399 -0.784063 -0.937516 0.0 -0.5 0.1 0.780
H 2.632571 0.223864 1.302140 -0.1 0.4 -0.7 -0.002
H 2.279602 -1.430377 0.895366 -0.1 0.2 0.3 -0.004
H 0.134674 0.687458 1.632414 0.1 -0.1 -0.4 0.000
H 0.766234 -0.567095 2.650962 -0.3 -0.4 -0.3 0.007
H -1.471566 -2.888819 1.284892 0.3 0.3 0.0 -0.010
H 0.298407 -3.132916 1.279983 -0.2 0.0 0.1 0.006
H -0.483340 -2.311128 2.673006 -0.1 -0.2 -0.3 0.006
O 0.548538 2.923544 -2.545444 -2.6 6.5 -3.6 0.001
C -0.683641 3.124232 -2.806704 -0.9 0.8 -0.8 0.030
C -1.600130 2.058435 -2.208759 -1.2 1.3 -0.4 0.044
O -0.969643 1.107260 -1.400803 -2.9 -1.7 1.1 0.103
Pb 1.001545 1.339075 -1.534522 6.0 0.3 -1.4 0.033
H -2.164927 1.623964 -3.058047 0.3 0.0 0.3 -0.010
H -2.351420 2.603206 -1.601166 0.3 -0.1 -0.3 -0.007
```
Positions in Å, forces in eV/Å.

***

[2]
C5H9N | ωB97M-V/def2-TZVPD

Properties
E_LUMO (spin up / spin down): 4.40 / 4.34 eV
spin multiplicity: 2
⟨S²⟩: 0.754
total charge: -1
energy relative to the best compared isomer or geometry (same formula, charge and spin): 30.0 kJ/mol

Structure (XYZ):
```
15
Properties=species:S:1:pos:R:3:forces:R:3:nbo_charge:R:1
C -1.174213 -1.120552 1.157755 -1.5 0.6 -0.4 -0.623
C -0.397924 0.183871 1.232425 1.3 -0.1 -1.0 -0.460
C 0.591604 0.212676 0.069888 0.8 -1.3 -2.3 0.183
C 1.893840 0.467735 0.228839 1.8 1.6 1.3 -0.585
C -0.777776 0.499556 -1.734571 -0.8 0.1 -0.4 -0.457
N 0.238432 -0.231785 -1.247894 -0.4 0.4 2.0 -0.630
H -0.584209 -2.011010 0.962720 0.5 0.0 0.7 0.213
H -1.827854 -1.179392 2.045017 0.2 -0.5 -0.3 0.174
H -1.791270 -1.122513 0.239868 -0.1 0.4 0.5 0.226
H 0.179348 0.246704 2.164302 -0.1 0.0 -0.1 0.188
H -0.959497 1.111834 1.127350 -0.7 -0.3 0.3 0.206
H 2.334591 0.924848 1.129969 -0.6 -0.6 0.3 0.148
H 2.631117 0.595031 -0.563187 -0.6 -0.5 -0.4 0.181
H -1.421024 0.099205 -2.525971 0.3 0.2 0.0 0.129
H -0.983903 1.511795 -1.369393 -0.2 -0.1 0.0 0.107
```
Positions in Å, forces in eV/Å.

***

[3]
C5H9N | ωB97M-V/def2-TZVPD

Properties
E_LUMO (spin up / spin down): 4.38 / 4.30 eV
spin multiplicity: 2
⟨S²⟩: 0.753
total charge: -1
energy relative to the best compared isomer or geometry (same formula, charge and spin): 120.2 kJ/mol

Structure (XYZ):
```
15
Properties=species:S:1:pos:R:3:forces:R:3:nbo_charge:R:1
C -0.287279 2.595038 -1.332168 -0.2 -1.0 -0.2 -0.689
C -0.585980 1.600000 -0.438644 0.9 1.1 0.9 0.064
N 0.186572 0.537456 -0.107176 -1.0 0.0 -1.2 -0.595
C -0.129517 -0.353385 1.016848 -0.6 -0.6 0.3 -0.255
C 0.426817 -2.529851 -0.157169 0.0 0.0 0.2 -0.737
C 0.511099 -1.684178 0.960237 0.3 0.6 0.3 -0.438
H 0.299850 2.329801 -2.204480 0.6 0.3 0.2 0.172
H -0.414560 3.629345 -1.047907 -0.8 0.0 -0.5 0.189
H -1.414153 1.763244 0.252377 0.3 0.1 0.4 0.158
H 0.810972 0.217332 -0.834344 0.2 -0.4 0.4 0.387
H 0.147046 0.143795 1.954354 0.1 0.1 -0.1 0.165
H -1.243389 -0.439808 1.077600 -0.1 0.1 -0.4 0.110
H 0.994401 -3.452672 -0.140477 -0.1 -0.2 -0.1 0.163
H -0.427147 -2.464724 -0.830788 0.1 0.0 -0.1 0.146
H 1.125268 -1.891393 1.831737 0.2 -0.3 -0.2 0.162
```
Positions in Å, forces in eV/Å.

***

[4]
C5H9N | ωB97M-V/def2-TZVPD

Properties
E_LUMO (spin up / spin down): 4.26 / 4.23 eV
spin multiplicity: 2
⟨S²⟩: 0.754
total charge: -1
energy relative to the best compared isomer or geometry (same formula, charge and spin): 116.8 kJ/mol

Structure (XYZ):
```
15
Properties=species:S:1:pos:R:3:forces:R:3:nbo_charge:R:1
C -1.404766 0.007271 -1.753171 0.8 -1.9 0.2 -0.605
C -0.019003 0.325192 -1.143983 -1.3 -0.2 -1.5 -0.452
C 0.308760 -0.371858 0.144038 1.0 -0.6 -0.1 0.246
C 1.313221 -1.311519 0.009873 0.4 -0.1 1.4 -0.632
C 0.265651 1.083256 1.960383 -1.1 0.3 2.4 -0.476
N -0.338926 0.143635 1.249160 0.7 -1.8 -1.8 -0.636
H -1.495873 0.089463 -2.802903 0.4 0.6 -1.5 0.178
H -2.208282 0.524791 -1.363080 -1.5 1.5 1.2 0.199
H -1.734026 -1.033101 -1.624843 0.6 -0.2 0.4 0.191
H 0.751317 0.168184 -1.942746 -0.5 0.1 0.8 0.185
H -0.020537 1.368593 -0.813671 0.2 0.2 -0.4 0.218
H 1.334305 -2.015036 -0.824993 0.3 0.9 -0.5 0.166
H 2.131791 -1.503593 0.747515 -1.4 -0.2 0.1 0.176
H -0.224953 1.295087 2.911061 0.2 0.4 0.0 0.128
H 1.055562 1.706106 1.666698 1.3 0.7 -0.7 0.113
```
Positions in Å, forces in eV/Å.

***

[5]
C5H9N | ωB97M-V/def2-TZVPD

Properties
E_LUMO: 0.98 eV
energy relative to the best compared isomer or geometry (same formula, charge and spin): 299.4 kJ/mol

Structure (XYZ):
```
15
Properties=species:S:1:pos:R:3:forces:R:3:nbo_charge:R:1
C -1.189485 0.695471 1.131974 0.0 0.0 -0.1 -0.628
C -0.220273 0.117542 0.131476 -0.1 0.1 0.2 -0.049
C 1.245911 -0.276658 0.430325 0.3 0.0 0.5 -0.242
N 1.128355 -0.688075 -1.001906 0.3 0.1 -0.1 -0.361
C -0.268824 -1.200964 -0.635503 -0.1 -0.4 0.0 -0.243
C 0.411938 0.661345 -1.171504 0.4 -0.1 -0.4 -0.254
H -2.183673 0.869724 0.710791 0.1 0.0 0.0 0.217
H -0.811805 1.641594 1.536923 -0.1 -0.1 -0.1 0.216
H -1.292595 -0.002260 1.973312 0.0 0.1 -0.2 0.217
H 1.979793 0.531589 0.526021 -0.1 -0.1 0.3 0.183
H 1.456378 -1.100476 1.117897 -0.2 0.1 0.1 0.184
H -0.270029 -2.133347 -0.062182 0.2 0.1 -0.1 0.187
H -0.983204 -1.253869 -1.469555 0.3 0.0 0.1 0.186
H 0.049876 0.524017 -2.181932 -1.3 0.8 0.0 0.198
H 0.947640 1.614367 -1.036137 0.4 -0.6 -0.3 0.187
```
Positions in Å, forces in eV/Å.

***

[6]
C5H9N | ωB97M-V/def2-TZVPD

Properties
E_LUMO: 1.31 eV
SMILES string: C1CC1N1CC1
energy relative to the best compared isomer or geometry (same formula, charge and spin): 284.1 kJ/mol

Structure (XYZ):
```
15
Properties=species:S:1:pos:R:3:forces:R:3:nbo_charge:R:1
C 1.863267 -0.681783 -0.146138 -1.2 -0.7 0.5 -0.432
C 1.667744 0.810563 -0.001239 -0.1 -0.5 0.6 -0.437
C 0.510410 -0.168869 0.364346 2.9 0.6 0.2 -0.067
C -1.578579 0.866854 -0.010977 -0.1 -1.9 1.8 -0.272
C -1.808601 -0.711412 0.100029 -1.2 1.4 1.2 -0.254
H 2.417660 -1.378151 0.521812 -0.1 1.1 -0.6 0.219
H 1.749459 -1.006749 -1.163041 0.3 -0.3 -0.3 0.219
H 1.537113 1.322477 -0.993445 0.3 -0.3 1.4 0.231
H 2.217245 1.309056 0.849771 -0.8 -0.3 -1.3 0.222
H 0.349849 -0.320492 1.439971 -0.2 0.2 -0.3 0.185
H -1.306086 1.435579 0.953784 -0.3 -1.4 -1.4 0.191
H -2.194552 1.491470 -0.626213 0.1 -0.2 -0.9 0.205
H -2.507420 -1.271692 -0.549989 0.5 0.7 0.2 0.207
H -1.877176 -1.068632 1.174147 0.7 0.3 -1.3 0.191
N -0.615934 -0.172140 -0.491847 -0.8 1.2 0.3 -0.408
```
Positions in Å, forces in eV/Å.

***

Question: The highest energy relative to the best compared isomer or geometry (same formula, charge and spin) belongs to which entry?
Answer: C5H9MgO4Pb